one | DFT (the ωB97M-V functional and the def2-TZVPD basis) results for an isolated molecule of C5H12N2O.

```
! wB97M-V def2-TZVPD RIJCOSX def2/J DEFGRID3
* xyz 0 1
C -0.247 1.304 -0.275
C -1.294 0.308 -0.859
C 1.338 -0.257 1.187
N -0.855 -1.049 -0.669
N -1.356 -1.538 0.552
C 1.107 0.561 -0.196
C 1.029 -0.464 -1.245
O -0.669 1.888 0.928
H -0.580 1.235 1.632
H -0.158 2.144 -0.973
H -1.528 -2.535 0.518
H -1.999 -0.920 1.033
H -2.276 0.509 -0.418
H -1.380 0.469 -1.937
H 1.919 1.286 -0.296
H 1.098 0.295 2.095
H 2.404 -0.476 1.203
H 0.835 -1.219 1.197
H 1.492 -1.441 -1.218
H 1.119 -0.100 -2.260
*
```

Properties
HOMO energy (alpha / beta) in eV: -7.18 / -7.18
E_LUMO (alpha / beta) in eV: 0.8 / 0.8
Orbital gap (alpha / beta) in eV: 7.94 / 7.94

two | DFT (the ωB97M-V functional and the def2-TZVPD basis) results for an isolated molecule of C5H12N2O.

```
! wB97M-V def2-TZVPD RIJCOSX def2/J DEFGRID3
* xyz 0 1
N -1.770 -0.604 -1.439
C -2.226 0.404 -0.525
C -1.770 0.208 0.955
N -0.344 -0.047 1.119
C 0.561 0.950 0.630
C 2.032 0.431 0.753
C 2.454 -0.345 -0.474
O 1.688 -1.093 -1.029
H -0.778 -0.639 -1.548
H -2.214 -1.494 -1.367
H -1.871 1.371 -0.876
H -3.315 0.410 -0.513
H -2.049 1.034 1.617
H -2.343 -0.639 1.338
H -0.110 -0.992 0.872
H 0.478 1.875 1.210
H 0.357 1.300 -0.393
H 2.655 1.320 0.877
H 1.995 -0.079 1.716
H 3.475 -0.164 -0.836
*
```

Properties
HOMO energy in eV: -8.29
E_LUMO in eV: 0.9
Orbital gap in eV: 9.17
Structure (SMILES): NCCNCCC=O

Most stable: two. Least stable: one.

one | DFT (the ωB97M-V functional and the def2-TZVPD basis) results for an isolated molecule of C5H12N2O.

```
! wB97M-V def2-TZVPD RIJCOSX def2/J DEFGRID3
* xyz 0 1
C -1.444 -0.348 -1.392
C 0.007 -0.572 -0.988
C 0.885 -1.116 -2.110
N 0.534 -0.606 0.211
O 1.759 -0.886 0.417
C -0.317 -0.312 1.369
C 0.260 0.993 2.128
N 0.088 1.939 1.127
H -2.044 0.007 -0.588
H -1.888 -1.269 -1.802
H -1.414 0.461 -2.026
H 1.954 -0.591 -2.238
H 0.191 -0.977 -2.933
H 1.226 -2.118 -1.850
H -0.231 -1.161 1.910
H -1.415 -0.157 1.260
H -0.416 1.082 2.941
H 1.338 0.693 2.505
H 0.005 2.935 1.564
H 0.923 2.004 0.497
*
```

Properties
HOMO energy in eV: -8.11
E_LUMO in eV: 1.0
Orbital gap in eV: 9.08
Structure (SMILES): CC(C)=[N+]([O-])CCN

two | DFT (the ωB97M-V functional and the def2-TZVPD basis) results for an isolated molecule of C5H12N2O.

```
! wB97M-V def2-TZVPD RIJCOSX def2/J DEFGRID3
* xyz 0 1
C 2.893 0.290 -0.035
C 1.198 0.501 -0.036
O 1.008 1.805 0.009
N 0.497 -0.515 -0.008
C -0.989 -0.495 0.008
C -1.517 0.199 -1.251
C -1.485 0.214 1.273
N -1.488 -1.856 0.024
H 3.565 1.017 -0.512
H 3.055 -0.636 -0.577
H 3.168 0.162 1.008
H 2.142 1.780 -0.014
H -1.209 1.242 -1.265
H -2.603 0.135 -1.269
H -1.121 -0.290 -2.142
H -1.168 1.255 1.277
H -1.084 -0.278 2.160
H -2.572 0.169 1.308
H -1.156 -2.355 -0.795
H -1.133 -2.346 0.838
*
```

Properties
HOMO energy in eV: -9.49
E_LUMO in eV: 0.8
Orbital gap in eV: 10.25
Structure (SMILES): C/C(O)=N/C(C)(C)N

three | DFT (the ωB97M-V functional and the def2-TZVPD basis) results for an isolated molecule of C5H12N2O.

```
! wB97M-V def2-TZVPD RIJCOSX def2/J DEFGRID3
* xyz 0 1
C 1.888 -0.434 -1.972
C 0.950 0.190 -0.972
O 0.821 1.398 -0.876
N 0.234 -0.686 -0.194
C 0.192 -2.113 -0.497
C -1.019 -0.245 0.483
C -0.820 0.878 1.497
N -2.106 1.153 2.153
H 2.460 0.345 -2.468
H 2.614 -1.102 -1.497
H 1.321 -0.982 -2.742
H 1.041 -2.471 -1.052
H -0.760 -2.349 -0.979
H 0.127 -2.653 0.447
H -1.704 -0.026 -0.321
H -1.324 -1.123 1.039
H -0.030 0.596 2.194
H -0.557 1.756 0.919
H -2.206 0.659 3.038
H -2.224 2.139 2.308
*
```

Properties
HOMO energy in eV: -9.14
E_LUMO in eV: 0.9
Orbital gap in eV: 10.04
Structure (SMILES): CC(=O)N(C)CCN

Most stable: three. Least stable: one.

one | DFT (the ωB97M-V functional and the def2-TZVPD basis) results for an isolated molecule of C5H12N2O.

```
! wB97M-V def2-TZVPD RIJCOSX def2/J DEFGRID3
* xyz 0 1
N 1.350 2.135 0.212
C 1.508 0.646 0.395
C 2.388 -0.396 -0.105
C 0.172 -0.093 0.702
N -0.574 0.295 -0.538
C -2.039 0.151 -0.523
C -2.381 -1.391 -0.497
O 0.115 -1.408 0.999
H 2.131 2.726 0.497
H 1.797 1.218 1.271
H -0.312 0.497 1.580
H 1.765 -0.974 -0.683
H 2.844 -0.914 0.716
H 3.132 0.072 -0.700
H -0.252 1.222 -0.908
H -2.488 0.846 -1.304
H -2.432 0.610 0.464
H -1.633 -1.690 -1.272
H -1.631 -1.923 0.206
H -3.461 -1.627 -0.512
*
```

Properties
HOMO energy in eV: -8.25
E_LUMO in eV: -3.1
Orbital gap in eV: 5.13

two | DFT (the ωB97M-V functional and the def2-TZVPD basis) results for an isolated molecule of C5H12N2O.

```
! wB97M-V def2-TZVPD RIJCOSX def2/J DEFGRID3
* xyz 0 1
C -0.850 -0.970 -1.584
C -0.020 -0.809 -0.308
C 1.395 -1.342 -0.505
O -0.630 -1.687 0.819
C -0.010 0.578 0.229
N 0.124 1.663 -0.672
C -0.041 0.815 1.558
N -0.199 2.084 2.108
H -1.819 -0.483 -1.476
H -0.989 -2.032 -1.780
H -0.348 -0.547 -2.453
H 1.345 -2.386 -0.805
H 1.916 -0.755 -1.259
H 1.947 -1.296 0.430
H -1.581 -1.577 0.930
H -0.581 2.368 -0.493
H 0.105 1.403 -1.646
H 0.002 0.012 2.274
H 0.030 2.141 3.089
H 0.205 2.820 1.543
*
```

Properties
HOMO energy in eV: -7.15
E_LUMO in eV: 0.9
Orbital gap in eV: 8.04
Structure (SMILES): CC(C)(O)/C(N)=C/N

Most stable: two. Least stable: one.